# C3H10N2O

A cluster of 2 separate species, C3H10N2O in total at a distorted geometry (ωB97M-V/def2-TZVPD, the Open Molecules 2025 dataset).

Structure (XYZ):
```
16
Properties=species:S:1:pos:R:3:lowdin_charge:R:1
H 0.0922 -1.5553 -0.8817 0.07
C 0.2866 0.3859 -1.5090 -0.18
H 0.4104 0.2969 1.4725 0.08
H -0.0967 0.8990 -2.4025 0.11
H 0.5707 2.8633 -1.5203 0.07
C 0.5182 2.5703 -0.4480 -0.09
H 0.0513 -1.3437 -2.5995 0.07
N -0.1131 -0.9730 -1.6771 0.05
O -2.0625 -2.7952 2.4266 -0.07
H -1.6668 -3.6721 2.5186 0.03
H -0.2387 3.1309 0.1160 0.07
H -1.9910 -2.4665 3.3310 0.03
H 1.6978 1.0841 1.3554 0.08
C 0.6917 1.0599 -0.4437 -0.41
N 1.1385 0.4437 0.7650 0.03
H 1.4377 3.1169 -0.1675 0.06
```

Summary:
Gap between HOMO and LUMO in eV: 8.538
Energy in Eh: -305.0077
Relative energy (zero: lowest compared OMol25 entry of this formula, charge and spin) in kcal per mole: 42.0